1.
Computed, not measured: a cluster of 8 separate species, C4H25NO8 in total, with wB97M-V/def2-TZVPD.

E_LUMO (alpha / beta), eV: -2.97 / -8.30
Energy above the lowest of the compared OMol25 structures with the same formula, charge and spin, kcal per mole: 32.5
E_tot, hartree: -823.7066

Geometry as ORCA input:
```
! RIJCOSX wB97M-V def2-TZVPD def2/J DEFGRID3
* xyz 1 2
H -3.235 0.916 -0.523
O 2.538 -2.873 -1.587
C -1.217 -1.812 -0.023
O -3.371 1.627 0.129
H -3.139 -1.557 -1.094
O -1.947 -0.030 -1.623
H 3.229 2.231 0.282
H 1.105 0.210 -2.744
H 2.851 0.412 3.197
H 2.182 2.342 -0.877
N 1.491 -1.064 0.689
O 3.069 -0.423 3.616
H -1.545 0.149 1.073
C 0.495 -0.164 1.246
H -0.569 3.598 2.646
H -1.311 -1.120 2.038
H -1.041 0.141 -1.887
H 0.531 0.734 0.640
H 2.699 -1.031 2.966
H 2.154 -2.316 -2.273
H -0.273 -2.097 -0.485
C -0.967 -0.774 1.057
O -1.188 3.007 2.238
O -0.266 2.553 -1.334
H -0.675 2.978 -0.571
H -1.683 -2.700 0.395
H -1.742 -2.086 -1.987
H 2.049 -3.695 -1.700
H 1.243 -2.021 0.975
H 0.708 0.180 2.252
O 0.833 -0.712 -2.692
O 2.647 1.752 -0.281
H 1.355 -1.166 -0.328
H 0.364 -1.045 -3.456
C -2.077 -1.386 -1.250
H -0.928 2.578 -2.033
H -2.459 1.647 0.425
H -1.908 3.017 2.882
*
```

Löwdin atomic charge list, values in e, 6 entries: 0.014, -0.047, -0.140, -0.050, 0.132, -0.078

***

2.
Computed, not measured: a cluster of 9 separate species, C4H25NO9 in total, with wB97M-V/def2-TZVPD.

E_LUMO, eV: -0.02
Energy above the lowest of the compared OMol25 structures with the same formula, charge and spin, kcal per mole: 64.2
E_tot, hartree: -899.2374

Geometry as ORCA input:
```
! RIJCOSX wB97M-V def2-TZVPD def2/J DEFGRID3
* xyz 0 1
O -1.853 2.819 -0.153
C -0.436 -1.345 1.272
C -0.907 0.708 2.418
H 0.083 1.329 -1.390
O -2.325 -0.097 -3.791
H -1.045 -2.032 3.214
H 3.049 0.108 -0.561
H -1.971 0.458 2.412
H -0.233 -3.368 -2.386
H -0.724 -3.293 1.983
H 2.891 2.995 1.591
H 0.772 2.900 -1.193
O 3.495 -0.740 -0.650
H -2.088 -0.561 -0.078
C -0.378 -2.372 2.405
H -2.363 -0.793 -3.124
N 0.126 -0.024 1.661
H 2.838 -1.933 -2.833
H 1.786 3.742 0.951
H 0.629 0.863 0.080
H -0.763 0.545 3.527
O -2.505 -2.315 0.839
H -0.841 1.783 2.434
H 0.401 -2.576 3.170
H 2.831 -1.421 -0.779
H 1.635 -1.097 -2.912
O 1.045 3.622 -1.764
O -0.510 -3.316 -1.460
H 0.144 -1.799 0.420
C -1.796 -1.350 0.652
O 0.815 0.957 -0.880
H -1.265 2.638 0.589
O 2.053 3.421 1.825
H -2.789 2.714 0.011
O 2.125 -1.731 -3.458
H -0.838 -4.213 -1.316
H 0.301 4.231 -1.801
H 0.907 -0.155 2.321
H -2.297 0.700 -3.245
*
```

Löwdin atomic charge list, values in e, 6 entries: -0.047, -0.368, -0.128, 0.030, -0.055, 0.082

***

3.
Computed, not measured: a cluster of 9 separate species, C4H25O10 in total, with wB97M-V/def2-TZVPD.

E_LUMO, eV: 2.99
Energy above the lowest of the compared OMol25 structures with the same formula, charge and spin, kcal per mole: 17.7
E_tot, hartree: -919.8250

Geometry as ORCA input:
```
! RIJCOSX wB97M-V def2-TZVPD def2/J DEFGRID3
* xyz -1 1
H 0.117 -1.206 -3.435
H 1.171 -1.186 0.179
O -3.817 -2.152 -1.245
H 1.305 -1.858 2.941
O -0.656 2.067 0.797
H 3.120 0.450 -1.251
O 0.846 4.346 0.427
O 3.163 1.019 -2.040
O 1.270 -1.319 3.740
H 0.002 1.299 1.006
H 1.073 -0.431 3.380
H -3.128 -2.089 -0.569
H -2.000 -1.334 -3.035
H -2.867 0.798 2.260
C 0.271 -0.066 -1.558
H 1.153 0.576 -1.639
O 3.498 -0.142 0.648
H -0.392 0.596 -1.019
H -0.166 -0.553 1.492
O 1.115 0.424 1.607
H -0.726 -2.846 0.036
O -3.691 0.305 2.142
C -0.246 -0.299 -2.943
H 2.896 1.852 -1.637
H -0.108 4.368 0.375
H 1.106 3.779 1.149
C 0.576 -1.309 -0.713
H -3.289 -0.500 1.796
C -0.751 -1.757 -0.024
H 0.817 -2.086 -1.442
O -0.871 -1.245 1.297
H 2.530 0.060 0.711
H -1.113 2.041 1.651
H -0.138 0.543 -3.621
H -1.628 -1.392 -0.513
H 1.303 1.222 2.110
H 3.764 -0.286 1.562
H -3.796 -1.276 -1.653
O -1.711 -0.412 -2.972
*
```

Löwdin atomic charge list, values in e, 6 entries: 0.115, 0.075, -0.066, 0.018, -0.131, 0.000